[1]
This record from the OMol25 dataset describes a cluster of 14 separate species, C24H59BF4N2O21S in total. The level of theory is ωB97M-V/def2-TZVPD.

```
112
Properties=species:S:1:pos:R:3:mulliken_charge:R:1
N 3.3096 4.7228 3.4044 -0.554
B 3.8815 3.6507 2.6348 0.450
O 5.2261 3.7046 2.4127 -0.496
C 2.9941 2.4498 2.0538 0.181
C 1.9734 1.8824 2.7124 0.540
C 1.4784 2.2198 4.0831 -1.655
C 0.1953 3.0193 4.0066 0.055
O -0.2619 3.3998 2.9629 -0.390
C 1.2271 0.7646 2.0823 -0.241
O 0.5958 0.0080 2.7860 -0.741
C 1.2819 0.5993 0.5787 0.931
C 0.1913 -0.1882 -0.1171 -0.228
O -0.2026 0.0935 -1.2030 -0.430
N -0.4125 -1.2988 0.6017 0.316
C -0.4502 -2.5118 -0.0389 0.480
O -1.4034 -3.2072 -0.1539 -0.709
F 0.7467 -2.8814 -0.4750 -0.248
C 2.2995 1.1850 -0.0772 1.015
S 2.5403 1.1889 -1.8712 1.273
O 1.4058 1.7765 -2.5065 -0.555
O 3.8093 1.7427 -2.1950 -0.664
C 2.6843 -0.6327 -2.3351 0.787
F 2.7419 -1.3537 -1.2049 -0.215
F 3.8200 -0.7953 -2.9924 -0.210
F 1.6654 -1.0182 -3.0785 -0.214
C 3.3576 1.9040 0.7249 -0.490
O 4.4807 1.9987 0.3060 -0.547
H 3.6247 4.6441 4.3666 0.225
H 2.2949 4.6885 3.4316 0.314
H 5.6118 2.8220 2.3726 0.299
H 2.2223 2.7098 4.7033 0.529
H 1.1997 1.3008 4.6029 0.472
H -0.3329 3.1977 4.9548 0.380
H -1.3588 -1.0742 0.9049 0.287
C -2.0411 -6.6845 -1.6851 -0.422
O -1.4858 -5.4510 -2.1293 -0.376
H -1.8746 -7.4128 -2.4762 0.004
H -1.5456 -7.0242 -0.7704 0.289
H -3.1161 -6.5977 -1.5112 0.313
H -1.6263 -4.7924 -1.4391 0.300
C -2.8907 -0.1462 3.9898 -0.705
O -2.2846 -0.8822 2.9269 -0.430
H -3.8996 -0.5250 4.1281 0.252
H -2.3303 -0.2806 4.9161 0.337
H -2.9374 0.9164 3.7461 0.247
H -1.3954 -0.5351 2.8165 0.317
C 0.8126 -8.4802 -3.9615 0.113
O 1.7581 -7.9526 -3.0247 -0.557
H 1.3495 -9.1285 -4.6493 -0.010
H 0.0510 -9.0708 -3.4401 0.128
H 0.3317 -7.6692 -4.5067 0.094
H 1.2761 -7.3811 -2.4206 0.296
C 3.0898 -10.8507 -6.6008 -0.586
O 1.6813 -10.7092 -6.7586 -0.498
H 3.2564 -11.6512 -5.8852 0.213
H 3.5705 -11.1159 -7.5462 0.283
H 3.5398 -9.9328 -6.2136 0.274
H 1.5292 -9.9997 -7.3885 0.287
C -0.1929 6.8402 2.5967 -0.555
O 0.8774 6.3514 3.4002 -0.538
H -1.1255 6.4989 3.0398 0.351
H -0.1799 7.9315 2.5734 0.246
H -0.1115 6.4522 1.5790 0.135
H 1.7006 6.6616 3.0071 0.242
C 0.2007 9.3252 -0.3077 -0.692
O 1.2793 8.8483 0.4892 -0.342
H -0.7240 8.9959 0.1599 0.255
H 0.2045 10.4176 -0.3577 0.283
H 0.2460 8.9228 -1.3229 0.263
H 2.0958 9.1621 0.0840 0.241
C -3.3464 -4.2384 3.7832 -0.511
O -2.0587 -3.6572 3.9092 -0.483
H -3.4821 -4.9217 4.6185 0.235
H -4.1314 -3.4759 3.8201 0.226
H -3.4423 -4.8006 2.8499 0.210
H -1.9486 -3.0380 3.1803 0.304
C -5.2574 2.2721 6.2090 -0.600
O -3.9614 2.6051 5.7188 -0.451
H -5.1309 1.8649 7.2084 0.230
H -5.8985 3.1550 6.2658 0.277
H -5.7387 1.5193 5.5790 0.261
H -4.0694 2.9685 4.8357 0.275
C 3.4287 10.7984 2.5522 -0.562
O 3.3592 10.7493 1.1298 -0.477
H 3.8215 9.8436 2.8901 0.208
H 4.0978 11.5950 2.8853 0.299
H 2.4390 10.9488 2.9900 0.262
H 3.0139 11.5911 0.8212 0.273
C -1.9883 -6.9689 -6.5579 -0.299
O -1.0603 -6.4291 -5.6271 -0.470
H -1.4420 -7.6073 -7.2487 0.224
H -2.7494 -7.5672 -6.0518 -0.007
H -2.4825 -6.1760 -7.1262 0.302
H -1.5483 -5.8691 -5.0133 0.254
C -4.0784 -9.4846 -4.5080 -0.531
O -4.5741 -8.3156 -3.8608 -0.463
H -3.0162 -9.5554 -4.2882 0.120
H -4.5804 -10.3825 -4.1393 0.296
H -4.2142 -9.4142 -5.5905 0.279
H -5.5128 -8.2457 -4.0517 0.266
C 2.3006 6.1127 -1.5470 -0.431
O 3.2666 6.7708 -0.7374 -0.525
H 2.8106 5.3111 -2.0758 0.271
H 1.4993 5.6802 -0.9403 0.102
H 1.8642 6.7949 -2.2833 0.287
H 2.8147 7.4792 -0.2677 0.330
C -2.0960 3.1610 -0.4000 -0.754
O -0.6767 3.2027 -0.3323 -0.278
H -2.4732 3.9934 0.1889 0.243
H -2.4468 3.2656 -1.4297 0.318
H -2.4904 2.2283 0.0171 0.213
H -0.3463 2.4740 -0.8710 0.278
```

## Properties
Total charge: 0
Frontier orbital gap, eV: 6.7

[2]
This record from the OMol25 dataset describes a cluster of 5 separate species, C24H59BO13 in total. The level of theory is ωB97M-V/def2-TZVPD.

```
97
Properties=species:S:1:pos:R:3:mulliken_charge:R:1
B 3.8422 2.7642 -4.1894 0.427
O 5.2045 3.1335 -4.6689 -0.555
H 3.5263 1.6318 -4.3917 -0.106
H 3.0701 3.5565 -3.7868 -0.055
H 5.3512 2.5067 -5.4630 0.323
C 3.6834 1.1710 -0.8806 -1.047
O 3.2535 -0.0856 -1.3825 0.001
C 4.1264 -0.6455 -2.3606 -0.448
C 4.5185 -2.0938 -2.0280 -0.369
O 5.2840 -2.2953 -0.8373 -0.494
C 4.6619 -1.9666 0.4086 -0.471
C 3.4328 -2.7942 0.8093 -0.393
O 2.3398 -2.5828 -0.0777 0.213
C 1.7730 -3.7841 -0.5868 -1.216
H 3.2716 1.9751 -1.5058 0.164
H 3.2999 1.2760 0.1375 0.277
H 4.7734 1.2479 -0.8388 0.509
H 5.0375 -0.0460 -2.4865 0.400
H 3.5838 -0.6419 -3.3100 0.314
H 5.1516 -2.4515 -2.8479 0.442
H 3.6498 -2.7527 -2.0346 0.016
H 4.4617 -0.8986 0.4620 0.049
H 5.4326 -2.1481 1.1709 0.487
H 3.1015 -2.4662 1.8019 0.327
H 3.7085 -3.8512 0.8779 0.165
H 2.5111 -4.5876 -0.6834 0.503
H 1.3777 -3.5740 -1.5848 0.310
H 0.9495 -4.1003 0.0568 0.271
C 2.3936 -4.4420 7.2735 -0.828
O 2.9645 -5.4644 6.4706 -0.287
C 2.6346 -5.3637 5.0874 -0.546
C 3.8799 -5.4141 4.1882 -0.150
O 4.8130 -4.3389 4.3213 -0.357
C 5.4812 -4.1993 5.5788 -0.302
C 6.4188 -5.3408 5.9960 -0.508
O 5.7083 -6.5528 6.2253 -0.296
C 6.2421 -7.6718 5.5279 -0.839
H 1.4055 -4.7647 7.6289 0.279
H 3.0498 -4.2831 8.1330 0.242
H 2.3087 -3.4937 6.7356 0.389
H 2.0690 -4.4487 4.8677 0.336
H 1.9991 -6.2210 4.8491 0.385
H 3.5289 -5.3714 3.1509 0.350
H 4.3932 -6.3724 4.2728 0.002
H 4.7664 -3.9596 6.3631 0.090
H 6.1009 -3.2974 5.4759 0.420
H 6.8950 -5.0698 6.9460 0.383
H 7.2067 -5.4614 5.2460 0.334
H 6.7085 -7.3899 4.5779 0.399
H 5.4172 -8.3542 5.3038 0.241
H 6.9617 -8.1896 6.1654 0.274
C -3.4281 2.5974 -1.0601 -0.996
O -3.0219 1.5552 -0.1858 -0.299
C -3.8641 0.4057 -0.2278 -0.498
C -3.0672 -0.8903 -0.4452 -0.260
O -2.3750 -1.0183 -1.6897 -0.491
C -1.3194 -0.0892 -1.9542 -0.412
C -0.0961 -0.1482 -1.0289 0.483
O -0.4235 0.2211 0.3062 -0.320
C 0.0073 -0.7182 1.2837 -0.855
H -4.1274 3.2631 -0.5359 0.377
H -2.5379 3.1644 -1.3444 0.343
H -3.8882 2.2133 -1.9746 0.435
H -4.6328 0.4905 -1.0071 0.311
H -4.3679 0.3454 0.7408 0.401
H -3.7864 -1.7170 -0.4231 0.457
H -2.3890 -1.0846 0.3861 -0.015
H -1.7150 0.9212 -2.0331 0.096
H -0.9677 -0.3350 -2.9661 0.441
H 0.6441 0.5786 -1.3847 0.005
H 0.3562 -1.1435 -1.0814 -0.189
H 0.0164 -1.7450 0.9027 0.336
H -0.6958 -0.6803 2.1207 0.356
H 0.9988 -0.4388 1.6461 0.244
C -8.1088 8.9103 -3.4133 -0.849
O -8.2973 7.5032 -3.4098 -0.282
C -8.3730 6.9279 -4.7120 -0.508
C -7.4085 5.7433 -4.8804 -0.225
O -6.0113 6.0349 -4.7958 -0.477
C -5.5146 6.5193 -3.5443 -0.387
C -5.6000 5.5620 -2.3474 -0.173
O -6.9486 5.2821 -1.9882 -0.325
C -7.2367 3.8936 -1.8770 -0.832
H -9.0868 9.4107 -3.4253 0.275
H -7.5784 9.1812 -2.4968 0.241
H -7.5052 9.2439 -4.2619 0.409
H -8.1744 7.6682 -5.4980 0.344
H -9.3961 6.5636 -4.8394 0.376
H -7.5642 5.3433 -5.8887 0.435
H -7.6646 4.9232 -4.2092 0.022
H -5.9493 7.4897 -3.3143 0.097
H -4.4482 6.7211 -3.7176 0.434
H -5.1368 6.0478 -1.4802 0.386
H -5.0346 4.6505 -2.5654 0.077
H -6.6305 3.2842 -2.5558 0.399
H -8.2868 3.7446 -2.1444 0.283
H -7.0893 3.5719 -0.8439 0.273
```

## Properties
Total charge: 0
Frontier orbital gap, eV: 9.3
SMILES string: COCCOCCOC.COCCOCCOC.COCCOCCOC.COCCOCCOC.BO

HOMO energy values (in eV) by entry order: -9.392, -8.833.
Largest force on an atom values (in eV/A) by entry order: 1.43, 3.98.